(1)
Molecular formula: C4H10O2
Method: DFT, ωB97M-V/def2-TZVPD

Atoms and positions in Å:
C1 0.4271 0.2968 -2.5269
C2 -0.5963 -0.9884 0.8359
O1 0.3793 -0.9608 1.9619
C3 -0.4248 0.0945 -0.1827
C4 0.5957 -0.0267 -1.0851
H1 1.2085 0.9421 -2.9328
H2 0.2225 -0.6029 -3.1240
H3 -0.5372 0.7685 -2.7136
H4 -0.4927 -1.9906 0.3919
H5 -1.6021 -0.9850 1.2498
H6 0.4879 -1.9037 2.0335
H7 -0.9523 1.0329 -0.0683
H8 1.4062 -0.6543 -0.7026
H9 -0.2182 0.8987 2.3149
H10 0.4906 2.2304 2.2931
O2 -0.3943 1.8483 2.2549

Calculated total energy: -308.8044 hartree
Lowest unoccupied orbital energy: 0.6290 eV
Charge: 0
Relative energy (zero: lowest compared OMol25 entry of this formula, charge and spin): 58.8 kcal/mol
Structure (SMILES): C/C=C/CO.O
HOMO-LUMO gap: 0.3474 Eh
E_HOMO: -8.82 eV

These are the Löwdin partial charges, in e, on atoms 1 to 5: number 1, C, carries -0.11; number 2, C, carries -0.23; number 3, O, carries -0.10; number 4, C, carries -0.12; number 5, C, carries -0.14

***

(2)
Molecular formula: C4H12NO2
Method: DFT, ωB97M-V/def2-TZVPD

Atoms and positions in Å:
C1 0.2213 -0.3678 -0.8731
C2 0.9443 0.7912 -0.0535
C3 2.1177 0.4513 0.9063
C4 1.7998 -0.5866 1.9020
O1 0.6137 -1.0496 1.9736
N1 -0.9989 -1.0136 -0.0659
H1 0.6865 -1.2323 -1.2764
H2 -0.3667 0.0222 -1.6945
H3 0.2420 1.4790 0.4707
H4 1.5198 1.3821 -0.8815
H5 2.2326 1.4283 1.5140
H6 2.9698 -0.0351 0.4900
H7 2.6520 -0.9633 2.5418
H8 -0.6125 -1.0074 0.9012
H9 -1.7864 -0.3830 -0.2601
H10 -1.4059 -1.9336 -0.4286
H11 -4.0973 1.2897 -1.2491
H12 -3.1719 1.1282 -2.3686
O2 -3.5599 0.6003 -1.5483

Calculated total energy: -364.0235 hartree
Lowest unoccupied orbital energy (alpha / beta): -10.6640 / -14.2961 eV
Charge: +2
Relative energy (zero: lowest compared OMol25 entry of this formula, charge and spin): 42.7 kcal/mol
HOMO-LUMO gap (alpha / beta): 0.2754 / 0.1418 Eh
Multiplicity: 2
E_HOMO (alpha / beta): -18.16 / -18.15 eV

These are the Löwdin partial charges, in e, on atoms 1 to 5: number 1, C, carries -0.05; number 2, C, carries -0.11; number 3, C, carries -0.07; number 4, C, carries 0.07; number 5, O, carries 0.29

***

(3)
Molecular formula: C33H35BrN2O2
Method: DFT, ωB97M-V/def2-TZVPD

Atoms and positions in Å:
N1 -0.0889 1.5702 -0.4853
C1 0.3558 0.3930 -0.3313
C2 1.6556 -0.0407 -0.9590
N2 1.5317 -1.2518 -1.7936
C3 1.1110 -1.0073 -3.1068
O1 0.5269 -0.0556 -3.5190
O2 1.4338 -2.0712 -3.9502
Br1 3.1970 -1.9701 -4.4099
H1 -0.9801 1.6817 -0.0010
H2 -0.1910 -0.3584 0.2578
H3 2.3904 -0.2627 -0.1783
H4 2.0044 0.7892 -1.5747
H5 0.9378 -1.9376 -1.3393
C4 -2.6579 3.2449 4.2176
C5 -2.0942 2.6055 3.1224
C6 -0.7145 2.4902 3.0178
C7 0.1021 3.0091 4.0125
C8 -0.4615 3.6466 5.1092
C9 -1.8404 3.7667 5.2103
H6 -3.7333 3.3377 4.2979
H7 -2.7338 2.1976 2.3493
H8 -0.2728 1.9955 2.1639
H9 1.1776 2.9148 3.9335
H10 0.1750 4.0484 5.8879
H11 -2.2796 4.2657 6.0643
C10 2.9626 -5.5082 -7.8577
C11 3.5330 -6.4315 -8.7229
C12 4.8737 -6.7674 -8.5938
C13 5.6428 -6.1824 -7.5973
C14 5.0715 -5.2592 -6.7322
C15 3.7320 -4.9201 -6.8634
H12 1.9175 -5.2439 -7.9601
H13 2.9314 -6.8897 -9.4979
H14 5.3197 -7.4855 -9.2699
H15 6.6876 -6.4463 -7.4951
H16 5.6717 -4.8044 -5.9539
H17 3.2883 -4.1951 -6.1931
C16 -4.2574 7.7367 7.8583
C17 -3.8225 6.4279 7.7049
C18 -4.6239 5.3747 8.1229
C19 -5.8646 5.6305 8.6902
C20 -6.3008 6.9391 8.8421
C21 -5.4967 7.9922 8.4281
H18 -3.6310 8.5572 7.5331
H19 -2.8556 6.2302 7.2600
H20 -4.2817 4.3536 8.0082
H21 -6.4909 4.8096 9.0147
H22 -7.2686 7.1387 9.2837
H23 -5.8365 9.0126 8.5495
C22 -1.8206 -3.1117 -10.7354
C23 -1.2537 -4.0252 -11.6133
C24 0.0862 -4.3660 -11.4907
C25 0.8578 -3.7953 -10.4878
C26 0.2904 -2.8832 -9.6086
C27 -1.0486 -2.5400 -9.7334
H24 -2.8652 -2.8451 -10.8320
H25 -1.8568 -4.4721 -12.3933
H26 0.5296 -5.0761 -12.1770
H27 1.9027 -4.0620 -10.3890
H28 0.8927 -2.4399 -8.8255
H29 -1.4901 -1.8265 -9.0497
C28 1.8839 1.0465 7.2299
C29 0.5626 0.7096 6.9713
C30 0.0396 -0.4749 7.4718
C31 0.8357 -1.3187 8.2340
C32 2.1566 -0.9798 8.4935
C33 2.6817 0.2021 7.9899
H30 2.2930 1.9698 6.8383
H31 -0.0563 1.3704 6.3797
H32 -0.9899 -0.7399 7.2671
H33 0.4268 -2.2409 8.6263
H34 2.7771 -1.6371 9.0891
H35 3.7124 0.4652 8.1902

Calculated total energy: -4112.3938 hartree
Lowest unoccupied orbital energy: -0.9285 eV
Charge: 0
Relative energy (zero: lowest compared OMol25 entry of this formula, charge and spin): 32.0 kcal/mol
HOMO-LUMO gap: 0.3075 Eh
E_HOMO: -9.29 eV

These are the Löwdin partial charges, in e, on atoms 1 to 5: number 1, N, carries 0.11; number 2, C, carries -0.24; number 3, C, carries -0.18; number 4, N, carries 0.04; number 5, C, carries -0.70

***

(4)
Molecular formula: C34H66IN2O11S
Method: DFT, ωB97M-V/def2-TZVPD

Atoms and positions in Å:
C1 3.4792 0.5775 -0.1746
C2 2.3938 1.0653 0.0449
C3 0.9314 1.3988 0.0763
C4 0.1186 0.7134 -1.0500
C5 0.8876 -0.4679 -1.7410
N1 -0.1703 -1.2615 -2.4323
C6 0.4170 -2.5437 -2.9774
I1 -1.0901 -3.8400 -3.8352
C7 1.5254 -2.2970 -4.0370
C8 2.8992 -2.7673 -3.4233
C9 -0.9903 -0.4948 -3.4174
C10 -1.2389 1.0247 -3.0598
C11 -2.7557 1.2544 -2.7044
C12 -3.0532 1.3128 -1.1906
C13 -3.3678 -0.1534 -0.7087
C14 -2.9314 -0.4462 0.7585
C15 -2.2469 -1.8334 0.9343
C16 -0.8502 -1.7362 1.5862
O1 -0.5576 -3.0489 2.1070
C17 0.6862 -3.1190 2.6561
O2 1.2346 -2.2146 3.2298
C18 1.4453 -4.4067 2.5242
C19 1.3399 -5.1441 1.3415
N2 -0.3129 1.6179 -2.1010
C20 0.7943 2.3738 -2.7115
C21 0.5983 3.9121 -2.4121
C22 1.7351 4.5240 -1.5332
S1 1.0265 5.3419 -0.0863
O3 0.7918 6.7248 -0.3198
O4 -0.1713 4.6684 0.3435
O5 2.1260 5.1185 1.1003
H1 4.4148 0.1025 -0.4046
H2 0.5536 1.0911 1.0648
H3 0.8473 2.4956 0.0501
H4 -0.7262 0.2084 -0.5477
H5 1.6991 -0.1291 -2.3916
H6 1.3138 -1.1199 -0.9599
H7 -0.8161 -1.5718 -1.6925
H8 0.7977 -3.0759 -2.0960
H9 1.6237 -1.2337 -4.3092
H10 1.3832 -2.8756 -4.9537
H11 3.0921 -3.8006 -3.7403
H12 2.8924 -2.7299 -2.3216
H13 3.7265 -2.1134 -3.7384
H14 -1.9734 -0.9852 -3.4513
H15 -0.5950 -0.5957 -4.4397
H16 -1.1096 1.5717 -4.0058
H17 -3.4167 0.5437 -3.2250
H18 -3.0109 2.2466 -3.1217
H19 -3.9838 1.8757 -1.0083
H20 -2.2638 1.7744 -0.5858
H21 -2.7724 -0.8310 -1.3639
H22 -4.4167 -0.4219 -0.9095
H23 -3.8401 -0.3885 1.3767
H24 -2.2094 0.3352 1.0508
H25 -2.1305 -2.3956 -0.0108
H26 -2.8532 -2.4638 1.6033
H27 -0.0549 -1.5241 0.8404
H28 -0.8076 -0.9717 2.3748
H29 2.0972 -4.7633 3.3294
H30 2.1179 -5.0948 0.5670
H31 0.4614 -5.7813 1.1566
H32 0.8507 2.2890 -3.8074
H33 1.7908 2.0750 -2.3358
H34 0.6361 4.4483 -3.3758
H35 -0.4140 4.0580 -2.0187
H36 2.2574 5.3036 -2.1083
H37 2.4908 3.7605 -1.2898
H38 2.4809 4.2279 0.9348
C23 11.0108 1.5044 1.7669
O6 9.9799 2.4680 1.8698
C24 9.8213 3.2571 0.7003
C25 8.3562 3.4836 0.3777
O7 7.6589 2.3330 -0.0938
C26 7.4044 1.2813 0.8287
C27 6.4135 1.6190 1.9285
O8 6.9826 2.4990 2.8804
C28 6.0749 3.4591 3.3824
H39 11.9883 1.9763 1.9066
H40 10.8569 0.7719 2.5590
H41 10.9793 0.9833 0.8050
H42 10.3147 2.7946 -0.1614
H43 10.2961 4.2271 0.8894
H44 8.3135 4.1989 -0.4477
H45 7.8296 3.9469 1.2121
H46 8.3315 0.8849 1.2408
H47 6.9611 0.4806 0.2274
H48 6.1362 0.6967 2.4586
H49 5.5065 2.0446 1.4834
H50 5.4580 3.8903 2.5882
H51 6.6544 4.2548 3.8503
H52 5.4332 3.0079 4.1478
C29 -9.8008 -1.8053 4.1298
O9 -9.7034 -1.9014 2.7213
C30 -9.3175 -0.6881 2.0947
C31 -8.3217 -0.9325 0.9760
O10 -7.0198 -1.3275 1.4031
C32 -6.8766 -2.6261 1.9718
C33 -7.0882 -3.7776 1.0051
O11 -8.4573 -3.9254 0.6720
C34 -8.6791 -4.3005 -0.6721
H53 -10.7375 -1.3161 4.4141
H54 -9.7973 -2.8189 4.5298
H55 -8.9501 -1.2641 4.5555
H56 -8.8857 0.0130 2.8173
H57 -10.2209 -0.2332 1.6711
H58 -8.1736 0.0202 0.4601
H59 -8.7167 -1.6245 0.2322
H60 -7.4970 -2.7370 2.8597
H61 -5.8364 -2.6730 2.3084
H62 -6.7626 -4.7103 1.4856
H63 -6.4755 -3.6203 0.1098
H64 -8.0401 -3.7410 -1.3617
H65 -9.7224 -4.0921 -0.9096
H66 -8.5082 -5.3758 -0.7971

Calculated total energy: -2967.4974 hartree
Lowest unoccupied orbital energy: -3.2951 eV
Charge: +1
Relative energy (zero: lowest compared OMol25 entry of this formula, charge and spin): 22.6 kcal/mol
HOMO-LUMO gap: 0.2719 Eh
E_HOMO: -10.69 eV

These are the Löwdin partial charges, in e, on atoms 1 to 5: number 1, C, carries 0.13; number 2, C, carries -0.12; number 3, C, carries -0.10; number 4, C, carries -0.25; number 5, C, carries -0.07